Entry 1:
An isolated ion of composition C3H3N2O3 and charge -1 in a non-equilibrium geometry. Source: the OMol25 dataset; level of theory: ωB97M-V/def2-TZVPD.

Geometry as XYZ:
```
11
Properties=species:S:1:pos:R:3:forces:R:3
O 2.8428 -1.4849 -0.3399 0.992 0.491 0.351
O 2.8427 1.5841 -0.0870 -1.477 -1.353 0.014
O -1.2305 -0.2018 -0.4997 -0.082 -0.889 1.246
N -0.1963 -0.2492 0.6339 -1.134 -0.108 -0.195
N 0.7599 -1.2446 0.3103 -1.185 -1.803 0.893
C 1.9657 -0.7101 0.0145 0.842 -1.639 -1.372
C 1.8686 0.7690 0.0746 -0.890 2.466 1.217
C 0.5004 0.9769 0.5040 3.942 -0.406 -0.873
H 0.7913 -2.2823 0.6876 -0.777 3.229 -0.886
H -0.6799 -0.0795 -1.2733 0.494 0.236 -0.486
H 0.1252 1.9628 0.7073 -0.725 -0.224 0.091
```
Positions in Å, forces in eV/Å.

Output
Frontier orbital gap = 7.233 eV
M = 115.1 g mol⁻¹
Total charge = -1
Structure (SMILES) = O=c1[nH]n(O)cc1[O-]
Energy relative to the best compared isomer or geometry (same formula, charge and spin) = 366.0 kJ/mol
Highest occupied orbital energy = -0.113 Ha



Entry 2:
An isolated ion of composition C3H3N2O3 and charge -1 in a non-equilibrium geometry. Source: the OMol25 dataset; level of theory: ωB97M-V/def2-TZVPD.

Geometry as XYZ:
```
11
Properties=species:S:1:pos:R:3:forces:R:3
O -0.3326 -0.0961 -1.0564 0.635 0.689 -1.412
O 0.5259 1.7213 1.8535 -0.778 -0.443 -0.915
O -1.5197 -1.1150 2.0649 -1.300 -0.060 1.173
N -0.5424 -1.0586 1.1651 -1.760 -0.228 -2.974
N 1.3415 1.1460 -0.2149 0.990 0.557 -0.803
C 0.3547 1.1524 0.7813 -0.287 -0.141 0.922
C -0.7126 0.1776 0.2695 -1.236 0.242 2.942
C 0.8697 0.5340 -1.2267 -1.889 -0.179 3.712
H -1.8408 0.4132 0.4582 2.202 -0.410 -0.807
H 0.2871 -1.0336 1.6623 2.556 0.540 0.997
H 1.3568 0.5860 -2.1156 0.867 -0.565 -2.837
```
Positions in Å, forces in eV/Å.

Output
Frontier orbital gap (alpha / beta) = 5.381 / 5.384 eV
M = 115.1 g mol⁻¹
Total charge = -1
Structure (SMILES) = O=C1N=CO[C@H]1N[O-]
Energy relative to the best compared isomer or geometry (same formula, charge and spin) = 435.8 kJ/mol
Highest occupied orbital energy (alpha / beta) = -0.061 / -0.061 Ha



Entry 3:
A 2-piece molecular cluster, C3H3N2P overall in a non-equilibrium geometry. Source: the OMol25 dataset; level of theory: ωB97M-V/def2-TZVPD.

Geometry as XYZ:
```
9
Properties=species:S:1:pos:R:3:forces:R:3
P 0.2583 1.5786 0.3217 -0.912 1.072 2.877
N -2.4518 -0.9803 0.5394 -0.956 -0.393 -0.050
N 1.3347 -1.2382 -1.5447 0.646 -0.372 -0.921
C 0.0299 -0.2441 0.3985 0.077 -1.880 4.610
C 0.7610 -0.8020 -0.6623 0.414 -1.070 -0.103
C -1.3478 -0.7241 0.4174 0.905 0.886 0.235
H -0.4269 1.7144 -0.8165 -1.366 0.224 -1.596
H 0.4870 -0.7680 1.7586 -0.980 1.588 -4.159
H 1.3556 1.4636 -0.4122 2.172 -0.055 -0.892
```
Positions in Å, forces in eV/Å.

Output
Frontier orbital gap = 10.279 eV
M = 98.0 g mol⁻¹
Energy relative to the best compared isomer or geometry (same formula, charge and spin) = 217.7 kJ/mol
Highest occupied orbital energy = -0.399 Ha



Entry 4:
An isolated ion of composition C3H3N2S and charge +1 in a non-equilibrium geometry. Source: the OMol25 dataset; level of theory: ωB97M-V/def2-TZVPD.

Geometry as XYZ:
```
9
Properties=species:S:1:pos:R:3:forces:R:3
S 2.4645 0.2717 -0.0029 0.006 -0.129 -0.138
N -0.2212 0.9445 -0.0746 -2.294 0.375 0.080
N 0.1707 -1.1713 -0.0399 -1.319 -0.839 0.472
C -1.3325 1.3007 -0.0521 1.853 0.745 0.009
C -0.7006 -1.9447 0.0248 1.461 -0.220 0.168
C 0.7155 0.0218 0.0591 1.653 0.281 -0.411
H -1.2728 -2.7925 -0.2440 -0.563 -0.380 -0.283
H -2.2433 1.8332 -0.0959 -0.719 0.125 -0.113
H 2.4199 1.5366 0.4255 -0.078 0.041 0.216
```
Positions in Å, forces in eV/Å.

Output
Frontier orbital gap = 6.714 eV
M = 99.1 g mol⁻¹
Total charge = +1
Energy relative to the best compared isomer or geometry (same formula, charge and spin) = 328.2 kJ/mol
Highest occupied orbital energy = -0.456 Ha



Entry 5:
C3H3N3 as an isolated structure in a non-equilibrium geometry. Source: the OMol25 dataset; level of theory: ωB97M-V/def2-TZVPD.

Geometry as XYZ:
```
9
Properties=species:S:1:pos:R:3:forces:R:3
N -0.6178 -1.1927 0.4928 -0.207 -0.396 0.180
N 1.3672 -0.1939 -0.0860 0.181 -1.431 1.856
N 0.2515 1.9321 -0.3305 -0.637 0.623 -1.511
C 0.7463 -1.2391 0.4598 3.405 0.914 -2.662
C -0.7908 -0.0942 -0.1219 -7.530 -2.179 1.691
C 0.2828 0.6770 -0.3371 5.551 0.518 -0.044
H -0.7103 2.0342 -0.7063 0.214 1.263 0.717
H -1.7593 0.2620 0.0780 -1.568 0.998 -0.949
H 1.2304 -2.1854 0.5511 0.591 -0.309 0.721
```
Positions in Å, forces in eV/Å.

Output
Frontier orbital gap = 9.146 eV
M = 81.1 g mol⁻¹
Energy relative to the best compared isomer or geometry (same formula, charge and spin) = 265.3 kJ/mol
Highest occupied orbital energy = -0.399 Ha



Entry 6:
A 3-piece molecular cluster, C3H3N3 overall in a non-equilibrium geometry. Source: the OMol25 dataset; level of theory: ωB97M-V/def2-TZVPD.

Geometry as XYZ:
```
9
Properties=species:S:1:pos:R:3:forces:R:3
N 0.2144 -1.6668 0.4354 1.263 -0.203 -0.120
N 1.3737 0.9669 -0.4313 -0.570 1.227 -0.252
N -1.5869 0.6989 -0.0008 -0.778 -0.988 0.375
C -1.7357 -0.3929 0.3357 -0.988 1.219 -0.225
C 1.2680 -1.2825 0.1724 -0.534 -1.391 0.456
C 0.4672 1.6749 -0.5074 1.629 0.124 -0.237
H 2.3002 -1.1331 -0.0232 0.054 0.137 -0.048
H -2.0857 -1.3419 0.6561 0.099 -0.127 0.026
H -0.2152 2.4764 -0.6368 -0.176 0.002 0.023
```
Positions in Å, forces in eV/Å.

Output
Frontier orbital gap = 12.471 eV
M = 81.1 g mol⁻¹
Structure (SMILES) = C#N.C#N.C#N
Energy relative to the best compared isomer or geometry (same formula, charge and spin) = 263.6 kJ/mol
Highest occupied orbital energy = -0.413 Ha



Entry 7:
A 2-piece molecular cluster, C3H3N3O overall in a non-equilibrium geometry. Source: the OMol25 dataset; level of theory: ωB97M-V/def2-TZVPD.

Geometry as XYZ:
```
10
Properties=species:S:1:pos:R:3:forces:R:3
O -0.0396 1.7839 0.6839 0.326 -0.132 -0.215
N -1.8542 -0.6950 -1.1227 0.688 0.217 0.116
N 0.5449 -0.9821 2.6079 -1.562 -0.490 -1.027
N -0.3369 -1.2581 2.0078 1.536 0.455 1.081
C -0.7021 -0.3449 -0.9974 -0.449 -0.190 -0.088
C 0.5341 0.1333 -0.9239 -0.170 -0.052 -0.014
C 0.7941 1.2638 -0.0289 -0.173 0.095 0.107
H -2.2299 -1.3864 -0.4772 0.044 0.029 -0.042
H 1.3302 -0.3311 -1.4938 -0.116 0.059 0.054
H 1.8439 1.6184 -0.0381 -0.124 0.010 0.028
```
Positions in Å, forces in eV/Å.

Output
Frontier orbital gap = 10.140 eV
M = 97.1 g mol⁻¹
Structure (SMILES) = N=C=CC=O.N#N
Energy relative to the best compared isomer or geometry (same formula, charge and spin) = 74.5 kJ/mol
Highest occupied orbital energy = -0.355 Ha



Entry 8:
One molecule with the formula C3H3N3O in a non-equilibrium geometry. Source: the OMol25 dataset; level of theory: ωB97M-V/def2-TZVPD.

Geometry as XYZ:
```
10
Properties=species:S:1:pos:R:3:forces:R:3
O 0.8947 -1.5024 -1.5011 0.457 0.071 0.111
N -1.4521 0.5545 1.2422 0.025 0.193 0.134
N -1.5434 -0.2378 -0.9533 -0.462 0.506 0.963
N -2.3773 0.3691 -0.4305 0.803 -1.237 -1.651
C 1.5018 -0.8075 -0.7198 -0.240 -0.226 -0.393
C 0.8561 0.0532 0.2770 -0.467 0.080 -0.250
C -0.4566 0.1733 0.4526 -0.196 0.560 0.310
H 1.4749 0.6336 0.9712 -0.347 -0.255 -0.068
H 2.6088 -0.7947 -0.6943 -0.132 0.011 -0.029
H -1.5069 1.5588 1.3560 0.559 0.296 0.873
```
Positions in Å, forces in eV/Å.

Output
Frontier orbital gap (alpha / beta) = 7.125 / 7.160 eV
M = 97.1 g mol⁻¹
Energy relative to the best compared isomer or geometry (same formula, charge and spin) = 602.2 kJ/mol
Highest occupied orbital energy (alpha / beta) = -0.326 / -0.327 Ha